{
  "formula": "C31H38N5OS",
  "method": "ωB97M-V/def2-TZVPD",
  "lumo_energy_ev": -4.11,
  "mol_weight_g_mol": 528.7,
  "homo_ev": -9.66,
  "charge": 1,
  "species": ["H", "C", "H", "C", "H", "H", "N", "C", "N", "C", "H", "C", "C", "H", "H", "H", "C", "H", "H", "C", "H", "C", "N", "C", "C", "H", "H", "H", "C", "C", "H", "C", "H", "H", "H", "H", "C", "C", "H", "H", "H", "C", "C", "H", "S", "H", "C", "C", "H", "C", "N", "C", "H", "C", "H", "C", "H", "H", "H", "H", "C", "C", "H", "C", "H", "C", "N", "C", "H", "O", "C", "H", "H", "H", "H", "C"],
  "xyz": [[1.957693, -4.490466, -0.373085], [5.658965, -3.659514, 0.457147], [-2.119311, -4.546199, -0.257291], [2.712685, 4.826549, -1.060489], [4.921515, 3.099608, 2.073616], [-3.760530, -3.818748, -2.830544], [2.957452, 0.901976, 0.691222], [-3.074551, 2.792262, -0.649996], [-1.138887, -1.316884, -0.923087], [-4.066842, -3.277051, -1.928527], [3.025930, 5.786391, -1.481412], [3.825772, 3.205045, 2.124084], [-2.202415, 0.557896, 0.316183], [3.600833, -6.295091, -0.235206], [4.675049, 4.457507, -0.260485], [-1.450995, -4.348688, -2.539305], [-3.144122, 1.696606, 0.201812], [2.001423, 3.933618, -2.874918], [-5.014477, -2.767961, -2.117002], [3.925947, -5.267549, -0.062573], [-6.863749, 4.101994, 0.380672], [-5.067555, 2.930312, 0.422605], [-4.241032, 3.524035, -0.527211], [3.631408, 4.501093, 0.092014], [-6.990612, 2.369201, 1.726539], [-1.195136, 0.918523, 0.579204], [2.138596, 2.194557, 2.997170], [-4.456145, 4.367457, -1.049274], [5.264518, -4.989728, 0.241975], [2.799931, 3.774884, -2.141451], [-8.008495, 2.576791, 2.058820], [4.736573, -2.620199, 0.360710], [-6.829747, 0.589728, 2.946419], [3.570317, 5.298940, 0.842106], [0.057838, -3.452889, -2.254815], [-0.695605, -3.722113, 0.414817], [-5.017077, 0.931815, 1.829850], [1.105078, -2.019169, -0.402364], [2.781111, -0.739573, -0.013760], [6.698406, -3.438618, 0.700326], [2.922234, -0.075113, 2.498684], [-1.702515, -3.568617, 0.019061], [-6.321509, 1.239672, 2.232413], [-4.476086, 0.055931, 2.193863], [2.561096, 2.076857, -1.576380], [3.678248, 1.966469, 3.847764], [-3.408451, -0.988945, -1.346692], [0.136231, -1.046466, -0.577780], [5.989701, -5.801429, 0.312759], [3.374371, -2.865346, 0.048456], [3.282200, 3.259715, 0.771449], [-6.372289, 3.227041, 0.803527], [-2.538008, -0.117395, 1.122156], [3.440345, 0.786888, 2.060048], [4.524232, 0.557878, 2.068028], [-2.123046, -0.243855, -0.993022], [0.775809, -3.047075, -0.535151], [-1.875392, 0.436804, -1.832545], [-2.279441, 3.061089, -1.335711], [3.611900, 4.159142, 2.615302], [3.214156, 2.046045, 2.863373], [-1.018236, -3.348132, -2.409360], [5.043679, -1.583282, 0.517574], [-4.391762, 1.779594, 0.918180], [3.773640, 3.803284, -2.646867], [-1.698963, -2.654603, -1.219881], [-3.068037, -2.293812, -1.573820], [2.433641, -1.777525, -0.086231], [1.679383, 4.933743, -0.718500], [-4.541987, -0.520387, -1.436971], [2.993236, -4.233971, -0.145198], [-4.206481, -4.008435, -1.122079], [0.394736, 0.006557, -0.424589], [-2.320912, -3.118415, 0.808574], [-1.186129, -2.756974, -3.319253], [2.990650, 2.086723, 0.124322]],
  "atomic_forces_ev_per_a": [[0.380, 0.018, 0.056], [-0.086, -0.250, -0.023], [0.104, 0.287, 0.142], [-0.022, 0.035, 0.017], [-0.138, 0.020, 0.077], [-0.115, 0.112, 0.106], [0.333, 2.087, -0.974], [-0.488, -1.046, 0.931], [2.259, 0.514, 0.532], [0.027, -0.494, -0.060], [-0.096, -0.064, -0.012], [0.052, -0.108, -0.070], [0.269, -0.155, 0.130], [0.129, 0.317, 0.077], [-0.119, 0.062, 0.052], [0.125, 0.305, -0.005], [-0.301, 1.092, -0.363], [0.310, -0.032, -0.017], [0.254, 0.015, 0.077], [-0.205, 0.316, 0.032], [-0.112, -0.232, 0.218], [0.415, -0.579, -0.162], [0.018, 0.120, 0.128], [0.040, 0.094, -0.071], [0.334, 0.433, -0.437], [-0.217, -0.208, -0.042], [0.081, 0.136, 0.033], [0.090, -0.434, 0.299], [-0.219, 0.558, 0.011], [0.024, 0.107, -0.537], [0.298, -0.040, -0.138], [-0.536, 0.127, -0.151], [0.123, 0.213, -0.216], [0.054, -0.183, -0.163], [-0.223, -0.072, -0.130], [-0.270, -0.066, -0.028], [-0.574, 0.218, 0.184], [1.176, -0.973, 0.251], [-0.073, -0.167, 0.210], [-0.294, -0.041, -0.074], [0.169, 0.142, 0.119], [-0.104, 0.169, 0.132], [0.571, -0.232, -0.035], [-0.376, 0.163, 0.028], [-0.327, -0.278, 0.057], [-0.105, -0.047, 0.028], [-1.421, 0.315, -0.178], [-1.805, 0.124, -0.505], [-0.194, 0.272, -0.022], [0.587, -1.423, 0.102], [0.103, 0.113, -0.273], [-0.210, -0.173, 0.441], [0.214, 0.215, -0.240], [0.088, -0.313, 0.001], [-0.353, -0.054, -0.113], [-0.243, 0.584, -0.324], [0.290, 0.466, 0.151], [-0.138, -0.289, 0.375], [-0.267, 0.107, 0.057], [-0.035, -0.146, -0.069], [-0.107, -0.155, 0.442], [-0.016, 0.280, -0.135], [0.000, -0.319, -0.040], [-0.042, 0.610, -0.843], [-0.276, 0.130, 0.062], [-0.340, -0.653, -0.048], [-0.118, 0.545, 0.191], [-1.066, -0.680, -0.819], [0.099, -0.041, 0.081], [1.891, -0.601, 0.107], [0.450, 0.411, 0.088], [-0.058, 0.176, -0.125], [-0.155, -0.293, -0.100], [0.160, -0.167, -0.189], [0.075, -0.194, 0.184], [0.253, -0.802, 1.522]]
}

{
  "formula": "C5H5HgNO5",
  "method": "ωB97M-V/def2-TZVPD",
  "lumo_energy_ev": -10.96,
  "e_above_lowest_ev": 1.455,
  "mol_weight_g_mol": 359.7,
  "homo_ev": -18.00,
  "charge": 2,
  "species": ["O", "N", "C", "H", "C", "C", "H", "C", "C", "O", "H", "Hg", "H", "H", "O", "O", "O"],
  "xyz": [[-0.386072, 3.733453, -3.067011], [0.393432, -0.476860, 2.840794], [-1.579374, -0.572327, -2.270068], [1.143061, -0.556103, 2.110864], [-0.857500, -0.006824, 2.140961], [-0.019415, 2.657456, -2.956113], [-1.693069, -0.698649, 2.323115], [2.345082, -0.939088, -3.491326], [-0.482734, -0.010055, 0.655341], [3.349005, -1.403851, -3.860977], [-1.135484, 0.978660, 2.534950], [1.269909, -0.842801, -1.684013], [0.689199, 0.175417, 3.565745], [0.213959, -1.354970, 3.331606], [0.754572, -0.372023, 0.450677], [-1.293795, 0.340576, -0.231006], [-2.710776, -0.652012, -2.393533]],
  "atomic_forces_ev_per_a": [[0.883, -2.672, 0.255], [-0.236, 0.013, 0.920], [-2.031, -1.020, -1.141], [-0.456, -0.241, 0.664], [0.335, -0.169, -0.149], [-0.808, 2.537, -0.205], [0.350, 0.198, -0.093], [6.211, -3.235, -1.535], [-3.052, 1.686, -2.445], [-5.624, 2.841, 1.306], [0.060, -0.184, -0.477], [-2.112, 1.457, 1.707], [0.085, 0.179, 0.037], [0.318, -0.170, -0.195], [1.028, -0.881, -2.311], [2.369, -0.723, 3.306], [2.681, 0.384, 0.354]]
}